Formula: C35H40N4P2Ru
Source: the Open Molecules 2025 dataset
Level of theory: ωB97M-V/def2-TZVPD

```
! wB97M-V def2-TZVPD RIJCOSX def2/J DEFGRID3
* xyz 2 5
Ru -1.17680 2.09232 -2.59897
C -2.11490 2.13309 -4.34445
C -1.89004 0.77137 -3.91145
C -0.82295 -0.10739 -4.52515
C 0.57515 0.54425 -4.43068
C 0.66059 1.51807 -3.28224
C 0.44869 2.92521 -3.47151
C 0.05920 3.43077 -4.84038
C -1.27332 2.84961 -5.38017
C 1.34686 1.09032 1.41614
H -3.16651 2.44732 -4.32560
H -2.77256 0.22063 -3.56893
H -1.06179 -0.36616 -5.56436
H -0.81159 -1.06944 -3.98386
H 1.32736 -0.24096 -4.28188
H 0.84793 1.04084 -5.37034
H 1.36015 1.22694 -2.49612
H 1.07922 3.58210 -2.86643
H 0.86450 3.24125 -5.56750
H -0.02831 4.52663 -4.78672
H -1.88875 3.70230 -5.69502
H -1.09770 2.23663 -6.27534
H 0.47583 1.42019 1.99943
H 1.45918 1.69438 0.51952
H 2.24454 1.16535 2.03872
P 1.12193 -0.60707 0.92715
P -1.62264 -1.44924 0.53073
N 3.19265 0.36852 -0.74667
N 2.41399 -1.46538 1.60408
N -2.20230 0.06480 -0.30119
N -2.89843 -2.24269 1.24563
C 0.80387 -1.28614 -0.71495
C -0.52494 -2.09648 -0.75794
C 3.45975 1.69168 -0.95710
C 4.79875 1.87209 -1.38632
C 5.36918 0.57012 -1.41944
C 4.33950 -0.32369 -1.00210
C 3.49928 -1.01706 2.37117
C 4.35557 -2.07926 2.58803
C 3.79043 -3.22624 1.95071
C 2.60573 -2.82581 1.35791
C -1.50119 1.29105 -0.63454
C -2.53424 2.27184 -0.98879
C -3.80288 1.57906 -0.91010
C -3.54774 0.27884 -0.55323
C -4.08723 -2.72378 0.66400
C -4.89852 -3.21922 1.66898
C -4.21244 -3.03010 2.91425
C -3.00266 -2.43979 2.63476
H 1.66101 -1.90181 -1.02318
H 0.78328 -0.41424 -1.37514
H -0.99803 -2.03599 -1.75092
H -0.35819 -3.15881 -0.50624
H 2.72017 2.46807 -0.80243
H 5.23996 2.82717 -1.63549
H 6.36803 0.28136 -1.71140
H 4.40456 -1.40573 -0.91137
H 3.57661 0.01682 2.68392
H 5.27350 -2.02634 3.15430
H 4.19750 -4.22624 1.93470
H 1.88365 -3.36585 0.76862
H -0.68358 1.56771 0.02819
H -2.43095 3.33666 -0.77959
H -4.77829 2.04912 -1.00715
H -4.23924 -0.54277 -0.39743
H -4.20606 -2.65815 -0.40874
H -5.87409 -3.67275 1.54936
H -4.55074 -3.29979 3.90610
H -2.20991 -2.10284 3.27955
C -0.43640 -1.02160 1.78154
C -0.56583 -0.65252 3.02131
C -0.43426 -0.34109 4.33896
C -1.48816 0.34242 5.03832
C -1.47051 0.39884 6.42091
C -0.40419 -0.15596 7.14084
C 0.69146 -0.71679 6.47334
C 0.70628 -0.78936 5.09068
H -2.29381 0.79638 4.45255
H -2.30304 0.86567 6.94711
H -0.42994 -0.15880 8.22507
H 1.53446 -1.11891 7.03708
H 1.55532 -1.21552 4.54487
*
```

Kohn-Sham gap (alpha / beta): 0.16162 / 0.17992 Ha
HOMO (alpha / beta): -11.227 / -12.135 eV
<S²>: 6.052

---

Formula: C35H41CuN3O5PS2Te
Source: the Open Molecules 2025 dataset
Level of theory: ωB97M-V/def2-TZVPD

```
! wB97M-V def2-TZVPD RIJCOSX def2/J DEFGRID3
* xyz -2 1
Cu 1.21937 -0.13261 -0.59586
S 3.22218 0.56655 -1.92835
C 4.04835 -0.14991 -0.61673
S 3.08821 -0.93104 0.58325
C 5.44860 -0.06571 -0.47832
C 6.25329 0.62591 -1.41345
N 6.96027 1.19189 -2.13303
C 6.14578 -0.60739 0.62395
N 6.77091 -1.03224 1.50004
C 4.76050 2.18569 1.97883
C 3.87551 2.97633 1.04259
O 2.61919 3.31304 1.67359
P 1.36057 2.30338 1.35763
O 1.08247 1.61808 2.78897
C 1.00776 2.36887 4.00260
C 2.07171 1.87427 4.96067
O 0.15460 3.43106 1.43075
C -0.06815 4.15874 0.22547
C 0.48826 5.56543 0.33527
H 5.70273 1.94666 1.48226
H 4.28205 1.23979 2.24078
H 4.97419 2.75331 2.88782
H 3.68639 2.41468 0.12275
H 4.32939 3.93178 0.77502
H 0.01023 2.21383 4.42025
H 1.12685 3.43364 3.79988
H 1.96688 0.79856 5.10897
H 1.97534 2.37307 5.92840
H 3.06522 2.07198 4.55702
H -1.14654 4.17707 0.05460
H 0.38086 3.62758 -0.62185
H 0.00981 6.10149 1.15709
H 0.31025 6.11688 -0.59129
H 1.56092 5.52917 0.52549
C -5.10660 -4.05742 -8.81857
C -4.49141 -3.61858 -7.51480
C -5.27865 -3.22488 -6.44456
C -4.72135 -2.81050 -5.23540
C -5.65192 -2.39907 -4.12275
C -3.32525 -2.78395 -5.08162
Te -2.46790 -2.09019 -3.24174
N -1.42499 -1.73128 -0.55166
C -1.82651 -2.61256 0.40399
O -2.63532 -3.50450 0.17267
C -1.19572 -2.55982 1.76921
C 0.18269 -2.45914 1.91285
C 0.75646 -2.42260 3.17680
C -0.05183 -2.48060 4.30329
C -1.43019 -2.59969 4.16387
C -1.99947 -2.65462 2.90092
C -1.50180 -3.93904 -2.88966
C -2.30017 -5.07911 -2.91422
C -1.75494 -6.34199 -2.74601
C -0.39047 -6.46842 -2.53381
C 0.40512 -5.33406 -2.50332
C -0.12281 -4.05072 -2.68409
C 0.81579 -2.88424 -2.65602
C -2.51605 -3.17093 -6.16909
C -1.01493 -3.15938 -6.08959
C -3.11320 -3.58499 -7.35678
H -6.18887 -4.15982 -8.72885
H -4.70201 -5.01885 -9.14197
H -4.90414 -3.33388 -9.61239
H -6.36030 -3.24482 -6.54608
H -6.68827 -2.61430 -4.38973
H -5.57180 -1.32993 -3.91275
H -5.40628 -2.91311 -3.19280
H 0.80884 -2.39140 1.03173
H 1.83247 -2.33371 3.26456
H 0.38956 -2.43589 5.29259
H -2.06115 -2.65103 5.04420
H -3.06991 -2.76441 2.77803
H -3.36811 -4.97163 -3.06405
H -2.39427 -7.21697 -2.76680
H 0.05437 -7.44632 -2.38787
H 1.47264 -5.43054 -2.33965
H 1.80684 -3.16691 -3.00923
H 0.92874 -2.51533 -1.63064
H 0.45066 -2.04405 -3.24966
H -0.65687 -2.24916 -5.60466
H -0.57215 -3.23153 -7.08373
H -0.65025 -3.99636 -5.49021
H -2.47636 -3.88300 -8.18552
C -1.56646 0.27369 0.94996
C -1.13491 -0.44964 -0.33218
O -0.67490 0.30027 -1.25181
H -1.61203 1.33748 0.72905
H -0.85889 0.11999 1.76373
H -2.54289 -0.08309 1.28398
*
```

ΔE to the lowest compared entry with this formula, charge and spin: 16.5 kJ/mol
Kohn-Sham gap: 0.20422 Ha
HOMO: -1.888 eV

---

Formula: C35H41F9N5O2PSr
Source: the Open Molecules 2025 dataset
Level of theory: ωB97M-V/def2-TZVPD

```
! wB97M-V def2-TZVPD RIJCOSX def2/J DEFGRID3
* xyz 2 1
Sr -0.39702 -1.50231 0.28125
C 2.55871 -3.29618 1.47735
O 1.76188 -2.85359 0.37045
C 2.22603 -3.31985 -0.90212
C 1.09495 -3.99248 -1.63265
O -0.01978 -3.08885 -1.69144
C -0.84406 -3.31399 -2.84180
H 3.60350 -3.02494 1.32247
H 2.47030 -4.37611 1.60301
H 2.18638 -2.79646 2.36940
H 3.05089 -4.02225 -0.77388
H 2.60088 -2.46079 -1.46710
H 0.78207 -4.90809 -1.12275
H 1.41690 -4.24972 -2.64458
H -1.18647 -4.34954 -2.87031
H -0.28870 -3.09033 -3.75394
H -1.70589 -2.65359 -2.76995
N -4.05690 -5.53418 4.22531
C -3.32293 -4.74120 3.42809
C -3.39114 -3.33730 3.51616
C -2.62356 -2.57206 2.67763
N -1.78352 -3.07467 1.75152
C -1.72661 -4.41671 1.67239
C -2.45063 -5.27247 2.45924
H -4.66744 -5.14874 4.92342
H -3.99596 -6.53480 4.16306
H -4.04197 -2.86218 4.23765
H -2.67839 -1.48989 2.73358
H -1.05294 -4.82526 0.92521
H -2.34889 -6.34179 2.33284
C -3.09336 -0.72792 -1.16731
N -3.65114 0.41645 -0.49459
C -5.11294 0.45629 -0.45752
C -2.88410 1.09012 0.41003
N -1.78069 0.54215 0.86844
N -3.32446 2.31904 0.78708
C -2.72707 2.97363 1.93831
C -4.01643 3.21275 -0.14027
H -3.71915 -0.97397 -2.02493
H -3.06158 -1.62501 -0.52403
H -2.10476 -0.47756 -1.56413
H -5.49721 -0.54219 -0.23816
H -5.51983 0.78604 -1.41403
H -5.45188 1.12531 0.32634
H -1.25182 1.24588 1.37533
H -1.76506 3.44296 1.69943
H -2.58870 2.26305 2.75252
H -3.40434 3.75169 2.28448
H -4.10859 2.74939 -1.11829
H -3.43691 4.13219 -0.24764
H -5.00883 3.47751 0.22615
F 1.06545 6.16349 4.26933
C 1.56439 6.24617 3.03121
F 0.75183 7.04552 2.31771
F 2.75733 6.84471 3.10168
C 1.66819 4.89097 2.37296
C 1.08760 3.77785 2.95381
C 1.15304 2.55650 2.29440
C 1.79376 2.45228 1.06425
C 2.40319 3.57666 0.50515
C 2.33718 4.79389 1.15612
P 1.75285 0.84950 0.21449
C 0.75414 1.18389 -1.28648
C 0.71781 0.21771 -2.29484
C -0.19935 0.30272 -3.33504
C -1.10219 1.35302 -3.36161
C -1.05292 2.34439 -2.38920
C -0.13221 2.25992 -1.35918
C -2.18801 1.41970 -4.40394
F -2.09370 0.42589 -5.29339
F -2.17865 2.57780 -5.06292
F -3.39956 1.30748 -3.80760
C 3.43377 0.56741 -0.42045
C 4.30940 -0.11947 0.42208
C 5.60834 -0.38139 0.02262
C 6.03185 0.03009 -1.23376
C 5.17619 0.72065 -2.07791
C 3.87863 0.99345 -1.66950
C 7.42314 -0.33241 -1.69424
F 8.30464 -0.26388 -0.69116
F 7.44112 -1.59644 -2.15932
F 7.84601 0.46607 -2.67747
H 0.59609 3.86158 3.91316
H 0.71626 1.67593 2.75359
H 2.92637 3.50273 -0.44071
H 2.80433 5.67040 0.72631
H 1.43168 -0.60058 -2.28863
H -0.21305 -0.44168 -4.11978
H -1.73919 3.18079 -2.43810
H -0.11030 3.03129 -0.59984
H 3.97617 -0.43777 1.40392
H 6.29285 -0.89845 0.68204
H 5.52574 1.05292 -3.04581
H 3.21896 1.54117 -2.33060
*
```

ΔE to the lowest compared entry with this formula, charge and spin: 0.0 kJ/mol
Kohn-Sham gap: 0.32977 Ha
HOMO: -13.821 eV

---

Formula: C35H41HgN8O2SSeSi
Source: the Open Molecules 2025 dataset
Level of theory: ωB97M-V/def2-TZVPD

```
! wB97M-V def2-TZVPD RIJCOSX def2/J DEFGRID3
* xyz 0 2
Hg -0.27722 0.34567 -0.11811
C -2.26727 -3.02543 -4.54395
Si -3.78501 -2.19550 -3.81634
C -5.29072 -3.22693 -4.26861
C -4.09657 -0.46994 -4.48468
C -3.64697 -2.13822 -1.93596
C -4.56422 -2.79814 -1.12647
C -4.47039 -2.75255 0.25755
C -3.43783 -2.01805 0.80569
N -2.54184 -1.36986 0.06752
C -2.62564 -1.42113 -1.26395
S -1.37389 -0.55394 -2.14811
H -2.33378 -3.09899 -5.63325
H -2.16235 -4.03571 -4.14025
H -1.36652 -2.46456 -4.29012
H -5.39895 -3.25525 -5.35643
H -6.20802 -2.79606 -3.85846
H -5.21187 -4.25902 -3.91691
H -4.21701 -0.48255 -5.57178
H -3.27536 0.20258 -4.23649
H -5.01313 -0.06639 -4.04742
H -5.37061 -3.35936 -1.58744
H -5.17941 -3.27113 0.88942
H -3.30939 -1.93219 1.88021
O -1.25562 5.57685 4.72690
C -1.86053 5.66896 3.44754
C -1.60414 4.42397 2.65309
C -2.12441 4.33578 1.33873
C -1.86768 3.19567 0.62199
N -1.18270 2.15076 1.09563
C -0.72058 2.19097 2.38544
C -0.90786 3.36660 3.15947
C -0.13142 1.00318 2.90739
C 0.44194 0.90536 4.20205
C 0.86000 -0.29720 4.69478
C 1.46289 -0.41000 6.06716
O 0.48915 -0.63163 7.08751
C 0.68426 -1.45954 3.89580
C 0.19996 -1.30066 2.62248
N -0.15879 -0.11863 2.10675
H -1.41752 6.39582 5.20165
H -1.46636 6.52928 2.89295
H -2.94464 5.80780 3.53769
H -2.70729 5.14048 0.90880
H -2.23120 3.09793 -0.39527
H -0.52680 3.42953 4.16768
H 0.55181 1.79391 4.81070
H 1.96214 0.51937 6.33687
H 2.20788 -1.21267 6.07314
H -0.03916 -1.39682 6.83852
H 0.95025 -2.44352 4.26085
H 0.07942 -2.15500 1.96362
N 2.90480 2.50625 -1.06990
C 3.25427 1.30240 -0.46906
C 4.63079 1.07375 -0.32639
C 5.06608 -0.06441 0.30984
C 4.12202 -0.95922 0.79417
C 2.79214 -0.65629 0.60378
N 2.34423 0.44386 -0.01806
C 1.73373 3.02574 -1.60034
C 1.77006 4.36822 -2.00730
C 0.65869 4.91751 -2.60032
C -0.46052 4.11605 -2.80099
C -0.40512 2.81273 -2.35957
N 0.65652 2.26996 -1.74848
H 3.68799 3.12751 -1.17307
H 5.33616 1.79811 -0.71546
H 6.12550 -0.25486 0.42382
H 4.40093 -1.87220 1.29971
H 2.03388 -1.33013 0.96560
H 2.66634 4.95769 -1.85522
H 0.65963 5.95615 -2.90401
H -1.34990 4.49681 -3.28290
H -1.24686 2.14144 -2.49648
C 0.89708 -6.75746 -1.26850
N 1.18886 -5.74478 -2.26115
C 1.53071 -5.96208 -3.58483
C 1.74738 -4.75607 -4.14009
N 1.53259 -3.80748 -3.15671
C 1.72487 -2.37758 -3.29670
C 1.19546 -4.41430 -1.99366
Se 0.82235 -3.62436 -0.38761
H 1.04756 -7.73875 -1.71186
H -0.12962 -6.65906 -0.91970
H 1.55507 -6.62771 -0.41119
H 1.58123 -6.94773 -4.01248
H 2.02837 -4.49059 -5.14363
H 1.63791 -2.10982 -4.34759
H 2.70754 -2.08733 -2.92083
H 0.96207 -1.85592 -2.72339
*
```

Kohn-Sham gap (alpha / beta): 0.18436 / 0.28080 Ha
HOMO (alpha / beta): -4.539 / -7.164 eV
<S²>: 0.769

---

Formula: C35H41LaN4O6S2Te
Source: the Open Molecules 2025 dataset
Level of theory: ωB97M-V/def2-TZVPD

```
! wB97M-V def2-TZVPD RIJCOSX def2/J DEFGRID3
* xyz -1 2
La -2.25791 0.23688 -0.74007
O 0.39137 -2.90997 -1.68176
S -0.41234 -1.73465 -1.51183
O 0.14506 -0.49780 -2.15629
O -0.61102 -1.35865 -0.04110
O -1.82044 -1.85757 -2.01716
C -5.16939 -0.70168 -4.57654
C -6.12615 -1.28936 -3.51886
C -5.21519 -1.52321 -2.32380
O -4.30315 -0.42679 -2.39075
C -3.91604 -0.32176 -3.76926
H -5.60598 0.16190 -5.07585
H -4.92015 -1.44019 -5.33869
H -6.61751 -2.20318 -3.85269
H -6.89207 -0.56451 -3.24376
H -4.65373 -2.46177 -2.41566
H -5.72260 -1.47613 -1.36295
H -3.09055 -1.01347 -3.95227
H -3.57328 0.69942 -3.92748
S -4.42759 2.12110 0.03045
C -5.63893 0.97620 0.27357
N -6.47261 0.18770 0.45348
N -3.70734 0.78452 3.00475
C -4.01147 -0.48381 2.56702
C -4.98053 -1.24023 3.24900
C -5.23695 -2.51308 2.82096
C -4.51965 -3.02911 1.74076
C -3.59281 -2.22733 1.12230
N -3.33993 -0.96028 1.52152
H -4.46796 1.25578 3.46819
H -3.29184 1.37376 2.29519
H -5.51893 -0.79765 4.07618
H -5.99093 -3.11310 3.31461
H -4.67982 -4.03763 1.38652
H -2.99295 -2.59092 0.29313
C 3.76791 2.23214 5.69896
C 3.23118 1.92353 4.32737
C 4.06790 1.86553 3.22664
C 3.58998 1.56258 1.95030
C 4.59080 1.52424 0.82445
C 2.22668 1.29908 1.78501
Te 1.53720 0.70682 -0.13944
N -0.66473 1.89690 -0.27420
C -0.81629 2.25489 -1.52942
O -1.87847 1.94417 -2.21803
C 0.25734 3.01544 -2.25423
C 0.33354 2.96614 -3.64110
C 1.35102 3.63156 -4.30923
C 2.28940 4.36419 -3.59252
C 2.20492 4.43407 -2.20810
C 1.19159 3.75914 -1.54252
C 2.77732 -1.06140 -0.11370
C 2.84233 -1.94122 0.96843
C 1.99986 -1.78676 2.20427
C 3.71371 -3.02534 0.90517
C 4.48936 -3.27549 -0.21614
C 5.39151 -4.47770 -0.28631
C 4.37393 -2.41314 -1.29595
C 3.51992 -1.31383 -1.27491
C 3.42208 -0.49994 -2.54153
C 1.35450 1.37651 2.88302
C -0.12194 1.11444 2.75926
C 1.87512 1.68679 4.13322
H 4.80473 2.56520 5.65082
H 3.73080 1.35062 6.34301
H 3.18198 3.01347 6.18612
H 5.12720 2.06883 3.35129
H 5.42006 2.19972 1.03900
H 4.15390 1.81750 -0.13156
H 4.99334 0.51707 0.69360
H -0.40581 2.38610 -4.17701
H 1.41657 3.57682 -5.38891
H 3.08509 4.88368 -4.11307
H 2.92885 5.01206 -1.64677
H 1.10222 3.81106 -0.46400
H 2.47574 -1.12295 2.93093
H 1.85008 -2.75929 2.67415
H 1.01789 -1.38330 1.96213
H 3.76098 -3.70612 1.74963
H 5.59154 -4.88033 0.70703
H 6.34653 -4.23011 -0.75261
H 4.93342 -5.27213 -0.88007
H 4.95491 -2.60239 -2.19388
H 4.36521 -0.54478 -3.08831
H 3.17628 0.54756 -2.37507
H 2.63088 -0.90475 -3.17646
H -0.55990 1.72679 1.97075
H -0.63311 1.32995 3.69735
H -0.32269 0.06960 2.50324
H 1.19696 1.74340 4.97908
*
```

ΔE to the lowest compared entry with this formula, charge and spin: 0.0 kJ/mol
Kohn-Sham gap (alpha / beta): 0.25895 / 0.22978 Ha
HOMO (alpha / beta): -4.766 / -5.030 eV
<S²>: 0.757